1.
Molecular formula: C28H24I2N5OSbSe4Tc
Method: DFT, ωB97M-V/def2-TZVPD

Calculated values
<S²>: 3.77
Spin multiplicity: 4
Kohn-Sham gap (alpha / beta) in eV: 5.547 / 4.551
Total energy in hartree: -11952.558662
E_LUMO (alpha / beta) in Ha: -0.043 / -0.079

Geometry as XYZ:
```
66
Properties=species:S:1:pos:R:3:mulliken_spin:R:1
Tc -0.120 -0.108 0.650 2.007
C -0.898 -1.614 -2.165 0.008
C -2.052 -2.195 -1.363 0.027
C -2.825 -1.067 -0.622 0.009
C -4.189 -1.146 -0.637 0.000
C -4.929 -0.170 0.016 0.011
C -4.221 1.006 0.415 -0.016
C -2.869 1.016 0.426 0.020
N -2.154 -0.007 -0.037 -0.070
N 0.290 -1.289 -1.264 -0.076
C 0.877 -2.632 -0.757 -0.007
C 0.353 -3.020 0.606 0.012
C 0.385 -4.376 0.941 -0.005
C 0.150 -4.668 2.285 0.018
C 0.011 -3.656 3.219 -0.009
C 0.107 -2.358 2.783 0.040
N 0.111 -2.026 1.477 -0.112
C 1.417 -0.713 -2.161 0.023
C 1.073 0.491 -2.971 0.004
C 1.756 1.742 -2.850 -0.002
C 1.343 2.876 -3.537 0.000
C 0.355 2.703 -4.531 0.000
C -0.100 1.394 -4.802 0.000
N 0.210 0.341 -4.002 0.000
H -1.120 -0.684 -2.610 -0.007
H -0.543 -2.226 -3.011 0.001
H -1.837 -2.905 -0.555 0.000
H -2.717 -2.687 -2.119 0.000
H -4.639 -2.024 -1.132 0.001
H -6.010 -0.225 0.136 0.000
H -4.843 1.787 0.763 0.000
H -2.201 1.872 0.690 0.025
H 1.983 -2.400 -0.769 0.003
H 0.762 -3.514 -1.502 0.001
H 0.421 -5.150 0.187 0.000
H 0.152 -5.743 2.658 0.000
H -0.268 -3.715 4.236 -0.001
H 0.227 -1.607 3.527 0.003
H 1.695 -1.419 -2.970 0.000
H 2.283 -0.527 -1.499 -0.003
H 2.486 1.766 -2.104 0.002
H 1.807 3.842 -3.268 0.000
H 0.174 3.449 -5.248 0.000
H -0.783 1.174 -5.644 0.000
I -0.915 4.863 -0.682 0.001
C 0.770 3.922 0.058 0.014
C 1.855 4.713 0.530 -0.006
C 2.963 4.122 1.175 0.010
I 4.601 5.380 1.715 0.000
C 3.021 2.642 1.259 -0.009
C 4.033 1.921 2.012 0.008
C 3.819 0.538 2.242 -0.010
C 2.680 -0.106 1.801 0.021
N 1.804 0.523 0.984 -0.076
C 1.924 1.951 0.814 0.044
C 0.815 2.536 0.172 -0.042
O -0.050 1.720 -0.515 0.034
H 1.976 5.788 0.333 0.000
H 4.886 2.451 2.442 0.000
H 4.561 0.017 2.902 0.000
H 2.546 -1.179 2.027 0.003
Se -1.111 -0.968 5.851 0.986
Sb -2.617 -0.365 4.001 -0.050
Se -0.779 0.965 2.722 0.124
Se -3.490 -2.239 2.599 0.039
Se -4.403 1.217 4.677 0.004
```

---

2.
Molecular formula: C6H4O
Method: DFT, ωB97M-V/def2-TZVPD

Calculated values
Kohn-Sham gap in eV: 10.193
Total energy in hartree: -306.107583
E_LUMO in Ha: 0.027

Geometry as XYZ:
```
11
Properties=species:S:1:pos:R:3:nbo_charge:R:1
C 3.192 -0.567 -0.145 0.034
C 1.936 -0.398 -0.085 -0.434
C 0.535 -0.216 0.117 0.188
C -0.163 0.872 0.534 -0.238
C -1.537 0.554 0.328 -0.318
C -1.554 -0.694 -0.211 0.116
O -0.304 -1.178 -0.352 -0.377
H 2.353 0.017 -1.108 0.339
H 0.274 1.788 0.906 0.241
H -2.391 1.175 0.554 0.237
H -2.342 -1.354 -0.537 0.212
```

---

3.
Molecular formula: C3H6N2O2
Method: DFT, ωB97M-V/def2-TZVPD

Calculated values
Kohn-Sham gap in eV: 10.362
Total energy in hartree: -377.806413
E_LUMO in Ha: 0.002
SMILES: N=C=NC=O.[H][H].C=O

Geometry as XYZ:
```
13
Properties=species:S:1:pos:R:3:nbo_charge:R:1
N -1.714 0.598 0.236 -0.662
C -0.646 0.779 0.736 0.699
N 0.355 0.997 1.424 -0.614
C 0.892 2.271 1.552 0.533
O 1.952 2.486 2.062 -0.514
H -1.851 0.150 -0.661 0.443
H 0.245 3.073 1.161 0.103
H 1.845 -1.645 0.989 -0.040
H 1.585 -0.978 1.246 0.031
C -0.042 -1.711 -1.658 0.319
O -1.099 -1.153 -1.753 -0.526
H 0.769 -1.375 -1.016 0.113
H 0.353 -2.599 -2.172 0.115
```

---

4.
Molecular formula: C29H27AsF2N5O3PS4SeTl
Method: DFT, ωB97M-V/def2-TZVPD

Calculated values
Kohn-Sham gap in eV: 5.391
Total energy in hartree: -8564.544922
Total charge: -1
E_LUMO in Ha: 0.044

Geometry as XYZ:
```
74
Properties=species:S:1:pos:R:3:mulliken_charge:R:1
Tl 0.633 0.711 -0.082 1.480
F -0.306 4.024 4.131 -0.370
C -0.573 3.773 2.831 0.398
C 0.006 2.682 2.220 -0.571
C -0.263 2.429 0.883 0.420
C -1.099 3.285 0.151 -0.227
C -1.675 4.349 0.837 0.371
F -2.548 5.176 0.209 -0.363
C -1.434 4.621 2.167 -1.028
C -1.329 3.041 -1.304 0.174
C -1.675 4.037 -2.216 -0.807
C -1.816 3.701 -3.551 -0.460
C -1.609 2.392 -3.958 -0.874
C -1.250 1.468 -2.993 -0.415
N -1.124 1.788 -1.712 0.314
H 0.659 2.036 2.792 0.459
H -1.906 5.459 2.659 0.516
H -1.809 5.057 -1.894 0.491
H -2.071 4.466 -4.274 0.391
H -1.693 2.099 -4.995 0.445
H -1.027 0.437 -3.244 0.437
Se 2.298 -3.506 7.087 0.182
N 0.755 -3.095 6.290 -0.892
C 1.042 -2.315 5.285 1.013
C 0.044 -1.771 4.375 0.420
C -1.319 -2.027 4.519 -0.758
C -2.200 -1.497 3.605 -0.980
C -1.685 -0.738 2.556 -0.629
N -0.398 -0.480 2.413 0.597
C 0.465 -0.966 3.310 -0.319
C 1.893 -0.618 3.139 -0.302
N 2.211 0.213 2.134 0.358
C 3.482 0.510 1.926 -0.807
C 4.517 0.021 2.727 -0.936
C 4.201 -0.799 3.778 -0.718
C 2.862 -1.137 3.997 0.414
C 2.446 -2.007 5.089 1.014
N 3.273 -2.545 5.944 -0.896
H -1.654 -2.643 5.344 0.479
H -3.264 -1.673 3.675 0.417
H -2.344 -0.333 1.795 0.520
H 3.697 1.146 1.074 0.613
H 5.539 0.272 2.483 0.484
H 4.961 -1.210 4.431 0.511
S 2.993 -1.348 -3.767 -0.519
As 3.115 -0.623 -1.816 0.278
S 1.274 -1.502 -0.679 -0.453
S 2.506 1.528 -1.670 -0.416
S 4.816 -1.015 -0.657 -0.527
C -6.183 -1.126 -1.035 -1.422
C -4.778 -0.989 -1.579 0.011
O -3.876 -1.578 -0.653 -0.427
P -2.294 -1.712 -1.143 0.694
O -1.785 -2.569 0.110 -0.010
C -2.050 -3.957 0.341 -0.353
C -1.094 -4.426 1.413 -0.808
O -2.498 -2.875 -2.281 -0.462
C -2.079 -2.591 -3.631 -0.243
C -0.581 -2.655 -3.814 -0.748
H -6.899 -0.639 -1.699 0.396
H -6.253 -0.664 -0.050 0.307
H -6.452 -2.179 -0.942 0.328
H -4.524 0.069 -1.722 0.217
H -4.699 -1.489 -2.550 0.220
H -1.898 -4.506 -0.589 0.292
H -3.094 -4.075 0.644 0.225
H -0.065 -4.288 1.079 0.240
H -1.258 -5.484 1.629 0.443
H -1.237 -3.857 2.332 0.033
H -2.471 -1.612 -3.932 0.251
H -2.582 -3.344 -4.240 0.337
H -0.051 -1.901 -3.235 -0.119
H -0.325 -2.512 -4.865 0.378
H -0.191 -3.623 -3.497 0.296
```

---

5.
Molecular formula: C19H15AsGdN5OS5
Method: DFT, ωB97M-V/def2-TZVPD

Calculated values
<S²>: 16.18
Spin multiplicity: 8
Kohn-Sham gap (alpha / beta) in eV: 6.428 / 5.141
Total energy in hartree: -6074.287295
E_LUMO (alpha / beta) in Ha: -0.063 / -0.120

Geometry as XYZ:
```
47
Properties=species:S:1:pos:R:3:mulliken_spin:R:1
Gd -1.675 -0.019 -0.429 4.839
C 3.717 -1.714 2.019 0.051
C 3.723 -0.368 2.421 -0.022
C 2.624 0.377 2.069 0.035
C 1.493 -0.244 1.447 -0.005
C 1.570 -1.539 0.960 0.055
C 2.723 -2.282 1.246 -0.030
N 0.290 0.453 1.467 0.219
N 0.293 1.299 2.496 -0.101
C -0.824 2.008 2.808 0.103
C -0.893 2.465 4.116 -0.068
C -2.054 3.006 4.507 0.118
C -3.226 2.941 3.686 -0.102
C -3.114 2.493 2.395 0.117
C -1.862 2.202 1.862 -0.148
H 4.563 -2.319 2.332 0.004
H 4.536 0.074 3.039 -0.001
H 2.407 1.420 2.338 0.004
H 0.670 -2.026 0.538 0.002
H 2.744 -3.303 0.919 -0.001
H -0.060 2.325 4.796 0.001
H -1.964 3.489 5.421 0.008
H -4.203 3.332 3.992 -0.005
H -3.958 2.453 1.659 0.007
S -1.366 -2.958 -0.764 0.264
As -3.597 -2.544 -0.573 -0.050
S -3.599 -1.308 1.317 0.736
S -3.637 -0.678 -2.062 0.193
S -4.989 -4.069 -0.730 -0.012
O -2.613 2.183 -0.258 0.348
N -1.536 2.201 0.468 0.406
N 1.435 1.892 -0.972 0.002
C 1.224 1.052 -2.012 0.000
N 0.151 0.232 -2.152 0.027
C 0.304 -0.613 -3.259 0.005
C -0.601 -1.594 -3.722 -0.019
C -0.134 -2.522 -4.626 0.005
C 1.037 -2.325 -5.314 -0.001
C 1.901 -1.287 -5.012 0.004
C 1.456 -0.405 -4.045 -0.006
S 2.310 0.963 -3.423 0.000
H 0.797 1.787 -0.218 0.003
H 2.132 2.614 -1.010 0.000
H -1.570 -1.617 -3.258 0.012
H -0.781 -3.347 -4.842 0.002
H 1.323 -3.004 -6.102 0.000
H 2.832 -1.180 -5.536 0.000
```

---

6.
Molecular formula: C2H2N2O2S4
Method: DFT, ωB97M-V/def2-TZVPD

Calculated values
<S²>: 2.02
Spin multiplicity: 3
Kohn-Sham gap (alpha / beta) in eV: 6.227 / 5.378
Total energy in hartree: -1930.002357
E_LUMO (alpha / beta) in Ha: -0.055 / -0.132

Geometry as XYZ:
```
12
Properties=species:S:1:pos:R:3:mulliken_spin:R:1
C 1.059 0.514 -1.159 0.220
C -1.414 0.555 -0.761 -0.033
N 0.635 1.237 -0.049 -0.064
N -0.614 1.313 0.148 0.463
O 1.491 -0.344 2.831 0.000
O 0.344 -1.721 1.142 0.006
S 2.647 0.430 -1.493 1.153
S -0.335 -0.119 -2.074 0.150
S -2.190 -0.791 0.147 0.076
S 1.556 -1.133 1.651 0.005
H -2.172 1.105 -1.248 0.028
H -1.008 -1.044 0.864 -0.005
```

---

7.
Molecular formula: C2H3F3NSi
Method: DFT, ωB97M-V/def2-TZVPD

Calculated values
Kohn-Sham gap (alpha / beta) in eV: 6.430 / 5.782
Total energy in hartree: -721.507139
Total charge: +1
E_LUMO (alpha / beta) in Ha: -0.278 / -0.291

Geometry as XYZ:
```
10
Properties=species:S:1:pos:R:3:mulliken_charge:R:1
C 1.143 -0.901 -0.135 -0.005
C 0.464 -1.760 -0.718 -0.527
N 2.200 0.114 -0.006 -0.237
F -3.156 -0.539 -0.947 -0.123
F -2.612 1.869 -0.075 -0.097
F -2.867 -0.183 1.579 -0.112
Si -2.483 0.359 0.174 1.000
H 3.119 -0.297 -0.197 0.353
H 2.251 0.413 0.939 0.368
H 1.940 0.926 -0.613 0.378
```

---

8.
Molecular formula: C11H11ClO2
Method: DFT, ωB97M-V/def2-TZVPD

Calculated values
Kohn-Sham gap in eV: 9.708
Total energy in hartree: -1036.344277
E_LUMO in Ha: 0.032

Geometry as XYZ:
```
25
Properties=species:S:1:pos:R:3:nbo_charge:R:1
C -3.396 -0.860 -0.208 -0.183
C -3.081 0.501 -0.436 -0.233
C -2.359 -1.796 0.050 -0.227
C -1.761 0.936 -0.291 -0.146
C -1.001 -1.313 0.203 0.063
C -0.713 0.016 -0.049 -0.158
C 0.231 -2.237 0.449 -0.467
C 2.156 2.004 0.777 -0.103
C 2.544 1.510 -0.570 -0.128
C 1.443 -1.290 0.615 -0.237
C 0.721 0.398 0.075 0.586
O 1.052 1.279 1.156 -0.519
O 1.459 0.806 -1.086 -0.500
Cl 2.611 -1.761 -0.644 -0.068
H -4.447 -1.103 -0.222 0.216
H -3.947 1.216 -0.474 0.219
H -2.614 -2.838 0.074 0.217
H -1.533 2.044 -0.351 0.221
H -0.103 -2.664 1.355 0.226
H 0.265 -2.940 -0.357 0.241
H 2.993 1.904 1.489 0.184
H 1.834 3.101 0.999 0.182
H 3.003 2.155 -1.257 0.209
H 3.402 0.720 -0.654 0.186
H 1.972 -1.152 1.528 0.218
```

---

- Which formula does entry 1 have?
  C28H24I2N5OSbSe4Tc